# 1
Density functional theory data (ωB97M-V/def2-TZVPD) for a 3-piece molecular cluster, C11H25N5O6 overall in a non-equilibrium geometry.

* HOMO level: -9.407 eV

Geometry as ORCA input:
```
! RIJCOSX wB97M-V def2-TZVPD def2/J DEFGRID3
* xyz 0 1
C 0.96125 1.05037 -1.49877
C 1.29874 0.21310 -2.90126
O 1.14026 -1.24477 -2.76410
C -0.16989 -1.71260 -3.24260
O -0.05948 -3.18848 -3.37059
C -1.46343 -3.67683 -3.16487
O -2.22882 -4.41787 -3.97371
C -1.79606 -3.00511 -1.70055
C -1.27001 -1.48350 -2.04780
C -2.31425 -0.41536 -2.74835
C -3.52291 0.09949 -1.76771
O -3.55162 1.59906 -1.80690
C -4.96846 -0.58351 -2.13902
N -5.44450 -0.34034 -3.55531
H 1.16147 2.21438 -1.66179
H -0.18126 0.93208 -1.17389
H 1.69312 0.66010 -0.65321
H 0.72613 0.66501 -3.83911
H 2.46163 0.40009 -3.09368
H -0.55342 -1.41409 -4.30760
H -2.87042 -3.11531 -1.23958
H -1.01610 -3.39326 -0.88507
H -0.74141 -1.17669 -1.03525
H -1.64456 0.51665 -3.07537
H -2.75406 -0.84181 -3.77088
H -3.18189 -0.16139 -0.65561
H -4.10602 1.81296 -2.61892
H -5.78092 -0.20193 -1.35811
H -4.88812 -1.75979 -1.98774
H -4.87624 -0.84538 -4.27037
H -5.56412 0.67369 -3.77638
N 2.72706 0.77691 3.09932
C 3.08296 -0.15621 2.19810
N 4.10303 -0.94430 2.58280
O 2.52529 -0.27810 1.11881
H 3.17412 0.89267 3.99309
H 1.96317 1.39109 2.84912
H 4.40234 -1.66001 1.93347
H 4.57470 -0.85922 3.46733
N 2.55210 2.67454 6.47148
C 3.88306 2.51738 6.58736
N 4.47148 3.35848 7.45680
O 4.50630 1.67926 5.95502
H 2.02151 3.35882 6.98364
H 2.07032 2.06114 5.82731
H 5.47275 3.27357 7.57391
H 3.97515 4.05503 7.98652
*
```

Results of the natural (NBO) charge analysis, in e, for atoms 1 through 6: atom 1 (C): -0.68, atom 2 (C): -0.09, atom 3 (O): -0.54, atom 4 (C): 0.38, atom 5 (O): -0.55, atom 6 (C): 0.80

---

# 2
Density functional theory data (ωB97M-V/def2-TZVPD) for C22H24IrNO3S2 as an isolated structure in a non-equilibrium geometry.

* expectation value of S²: 8.79
* HOMO level (spin up / spin down): -1.898 / -4.704 eV
* relative energy (zero: lowest compared OMol25 entry of this formula, charge and spin): 0.5642 eV

Geometry as ORCA input:
```
! RIJCOSX wB97M-V def2-TZVPD def2/J DEFGRID3
* xyz -1 6
Ir -0.42422 -0.32554 0.49888
C -0.51557 1.58469 1.59768
C -0.14302 2.28279 0.39697
C -1.09009 1.99355 -0.60198
H 0.71430 2.93785 0.29419
C -2.07672 1.11223 -0.06744
C -1.79483 0.93884 1.34231
H -2.46895 0.51093 2.07202
H -0.03991 1.64418 2.57552
H -1.08151 2.34753 -1.62749
H -2.98265 0.75328 -0.54618
C 0.64146 -1.90396 1.58171
C -0.56481 -1.47656 2.23309
C -1.67326 -1.89842 1.39049
H -0.62312 -0.95098 3.17949
C -1.12827 -2.64583 0.30568
C 0.28782 -2.59589 0.38097
H 0.98752 -2.99622 -0.34527
H 1.64172 -1.77695 1.98401
H -2.72753 -1.69289 1.55550
H -1.71569 -3.15561 -0.45613
O -1.18463 -0.67946 -1.41791
C -3.03352 -2.15411 -2.81550
C -1.91146 -1.46895 -3.46918
C -4.17154 -1.38448 -2.31696
C -3.10587 -3.62257 -2.82068
C -0.67222 -1.29177 -2.57612
H -2.23812 -0.46377 -3.78608
H -1.59812 -2.03139 -4.36163
H -0.18943 -2.26830 -2.37118
H 0.06079 -0.61046 -3.04529
H -4.90325 -1.18819 -3.12243
H -3.86373 -0.41119 -1.90737
H -4.70493 -1.94717 -1.53589
H -3.60317 -4.00337 -3.73156
H -3.70856 -3.97590 -1.96918
H -2.10998 -4.08834 -2.77126
O 4.09917 0.03376 4.00886
S 3.08409 0.79940 3.33333
O 1.97656 1.33753 4.09454
N 2.50773 -0.02886 2.00010
C 2.54224 0.65299 0.88507
S 1.58471 0.13449 -0.48265
C 3.36292 1.86038 0.96060
C 3.67506 2.81648 -0.01164
C 4.32939 3.98646 0.38166
C 4.67022 4.19615 1.73003
C 4.38430 3.22699 2.70241
C 3.74823 2.06100 2.29360
H 3.39536 2.60435 -1.04368
H 4.56692 4.74700 -0.36297
H 5.15598 5.12521 2.02796
H 4.63219 3.34909 3.75700
*
```

Results of the Mulliken charge analysis, in e, for atoms 1 through 6: atom 1 (Ir): 1.50, atom 2 (C): -0.22, atom 3 (C): -0.88, atom 4 (C): -0.48, atom 5 (H): 0.57, atom 6 (C): 0.03

---

# 3
Density functional theory data (ωB97M-V/def2-TZVPD) for one molecule with the formula C16H22N4O3 in a non-equilibrium geometry.

* HOMO level: -9.201 eV
* relative energy (zero: lowest compared OMol25 entry of this formula, charge and spin): 5.1217 eV

Geometry as ORCA input:
```
! RIJCOSX wB97M-V def2-TZVPD def2/J DEFGRID3
* xyz 0 1
C -2.57351 0.84706 0.76620
N -1.57055 1.03725 -0.29786
C -0.26158 1.57491 0.16068
C -0.42619 3.01617 0.52809
C -0.22426 3.47484 1.89880
C -0.46863 4.84875 2.14094
C -0.92513 5.78848 1.15805
C -1.09607 5.21657 -0.11733
C -0.81243 3.89707 -0.40655
C -1.72218 0.63160 -1.61823
O -2.74210 0.19288 -1.90431
C -0.54730 0.72327 -2.72264
N 0.46717 -0.30768 -2.70136
C 1.40247 -0.28259 -3.58816
N 2.16456 -0.16487 -4.48721
N 0.32287 -1.57988 -1.97825
C 0.95109 -1.95525 -0.86117
O 1.33811 -1.09992 -0.12998
O 1.02956 -3.23473 -0.68332
C 1.29653 -3.74931 0.57840
C 0.86236 -5.22240 0.45122
C 2.79861 -3.60656 1.07479
C 0.48441 -3.14131 1.71366
H -3.56090 0.98191 0.39970
H -2.35223 1.66516 1.44657
H -2.46833 -0.09868 1.32149
H 0.57918 1.45718 -0.56604
H 0.10310 1.10004 1.11180
H 0.10396 2.88805 2.75378
H -0.43018 5.20821 3.17564
H -0.89848 6.85302 1.28306
H -1.31589 5.75933 -0.99983
H -0.95001 3.63242 -1.39111
H -0.08239 1.75748 -2.67850
H -0.94004 0.64410 -3.67704
H -0.20813 -2.26324 -2.38166
H -0.16795 -5.30886 0.35163
H 1.09196 -5.63405 1.49826
H 1.48463 -5.91018 -0.15858
H 2.95254 -3.96318 2.10202
H 3.16084 -2.53260 1.06668
H 3.36852 -4.28454 0.46383
H -0.40195 -2.69582 1.22331
H 0.99081 -2.25226 2.19694
H 0.19316 -3.90782 2.48358
*
```

Results of the natural (NBO) charge analysis, in e, for atoms 1 through 6: atom 1 (C): -0.40, atom 2 (N): -0.45, atom 3 (C): -0.25, atom 4 (C): -0.02, atom 5 (C): -0.23, atom 6 (C): -0.20

---

# 4
Density functional theory data (ωB97M-V/def2-TZVPD) for a 2-piece molecular cluster, C2H7NO3 overall in a non-equilibrium geometry.

* HOMO level: -10.096 eV
* relative energy (zero: lowest compared OMol25 entry of this formula, charge and spin): 1.0826 eV

Geometry as ORCA input:
```
! RIJCOSX wB97M-V def2-TZVPD def2/J DEFGRID3
* xyz 0 1
C -0.62363 0.54486 -0.50742
N -1.80633 -0.27130 -0.83804
C -1.56057 -1.61402 -0.99025
O -2.05919 -2.27710 -1.86129
O -0.68882 -2.16664 -0.11420
H 0.28548 0.36842 -1.08870
H -0.78924 1.60206 -0.74686
H -0.41112 0.58105 0.55951
H -2.27418 0.26089 -1.55182
H -1.02309 -2.04575 0.78125
O 5.14788 4.43621 3.36014
H 5.65802 3.69454 3.66586
H 4.91320 4.46334 2.43567
*
```

Results of the natural (NBO) charge analysis, in e, for atoms 1 through 6: atom 1 (C): -0.43, atom 2 (N): -0.65, atom 3 (C): 0.87, atom 4 (O): -0.58, atom 5 (O): -0.70, atom 6 (H): 0.20

---

# 5
Density functional theory data (ωB97M-V/def2-TZVPD) for C27H27BrMoN4O3S as an isolated structure in a non-equilibrium geometry.

* HOMO level (spin up / spin down): -13.687 / -13.625 eV
* relative energy (zero: lowest compared OMol25 entry of this formula, charge and spin): 1.9081 eV

Geometry as ORCA input:
```
! RIJCOSX wB97M-V def2-TZVPD def2/J DEFGRID3
* xyz 2 1
Mo 0.10950 -0.86160 0.19120
Br 6.86310 1.71210 -0.86880
C 5.22160 0.97290 -0.28690
C 5.24690 -0.11510 0.60530
C 4.07120 -0.66260 1.05020
C 2.83710 -0.17050 0.58850
O 1.71180 -0.67750 0.98300
C 2.79640 0.94020 -0.32440
C 1.56630 1.57050 -0.64880
N 0.38480 1.06190 -0.37390
C -0.76810 1.84080 -0.28260
C -1.08500 2.99710 -0.97630
C -2.26590 3.68200 -0.67000
C -3.07740 3.28740 0.36790
C -2.75060 2.15040 1.13990
C -3.43700 1.73620 2.30330
C -2.94670 0.66570 3.02120
C -1.86390 -0.06520 2.53500
N -1.24330 0.23470 1.39310
C -1.62180 1.38370 0.75400
C 4.02660 1.49630 -0.73060
H 6.19480 -0.51870 0.92750
H 4.05760 -1.48450 1.75380
H 1.62530 2.57700 -1.05790
H -0.44340 3.36470 -1.76200
H -2.52080 4.55880 -1.24390
H -3.96260 3.85410 0.61230
H -4.30510 2.28190 2.63770
H -3.39740 0.37550 3.95640
H -1.47690 -0.92120 3.07640
H 4.02260 2.33570 -1.40820
O 3.30590 -7.92200 -0.05680
C 2.47770 -7.08330 0.54650
O 1.93760 -7.34360 1.58400
C 2.21700 -5.75570 -0.11980
C 2.48240 -5.48600 -1.45900
C 2.20830 -4.23810 -1.98610
C 1.63040 -3.25730 -1.18530
S 1.26100 -1.68150 -1.85850
C 1.31650 -3.54490 0.14740
C 1.62670 -4.77500 0.68060
H 3.72130 -7.59760 -0.86630
H 2.87870 -6.24390 -2.11960
H 2.42940 -4.00830 -3.01660
H 0.81780 -2.76910 0.78730
H 1.41280 -5.02180 1.71030
C -3.62360 -2.22230 0.75320
C -2.60550 -3.06720 -0.00430
C -3.24480 -3.71680 -1.23060
C -1.99890 -4.12810 0.91190
N -1.43230 -2.24740 -0.47490
N -1.69200 -1.00500 -1.10230
H -4.45460 -2.86500 1.03240
H -4.04950 -1.41520 0.15580
H -3.19800 -1.81220 1.66500
H -3.99760 -4.43460 -0.91930
H -2.50250 -4.25800 -1.81490
H -3.73320 -2.98300 -1.86810
H -2.78420 -4.70560 1.38790
H -1.39990 -3.67250 1.70080
H -1.37550 -4.82100 0.35140
H -0.95650 -2.86600 -1.14900
H -2.63170 -0.67610 -0.83090
H -1.67790 -1.07070 -2.13270
*
```

Results of the natural (NBO) charge analysis, in e, for atoms 1 through 6: atom 1 (Mo): 1.16, atom 2 (Br): 0.15, atom 3 (C): -0.10, atom 4 (C): -0.13, atom 5 (C): -0.26, atom 6 (C): 0.42

---

# 6
Density functional theory data (ωB97M-V/def2-TZVPD) for C34H35N6PbSSe as an isolated structure.

* HOMO level: -16.078 eV

Geometry as ORCA input:
```
! RIJCOSX wB97M-V def2-TZVPD def2/J DEFGRID3
* xyz 3 1
Pb -0.97542 0.30649 -1.10779
C -2.49132 4.19271 2.75672
C -1.29114 5.09222 2.94753
C -1.25228 5.94585 4.04959
C -0.22677 6.86258 4.22733
C 0.79903 6.95408 3.29592
C 0.79398 6.11222 2.19965
C -0.23048 5.18338 2.04005
N -0.21004 4.36815 0.83802
C 0.02039 3.05895 0.80355
N 0.40596 2.49697 1.97273
C 0.39824 1.13078 2.35312
C 0.81397 0.06080 1.54690
C 0.49817 -1.24939 1.90337
C -0.06091 -1.51468 3.13960
C -0.27821 -0.46370 4.02003
C -0.08301 0.85727 3.63991
C -0.39698 1.98220 4.59731
N -0.07908 2.32627 -0.31213
C 0.01466 2.97289 -1.59512
C -1.02244 2.73552 -2.51459
C -0.92307 3.13637 -3.84406
C 0.19795 3.83672 -4.24901
C 1.19738 4.12728 -3.32727
C 1.15275 3.69430 -1.99970
C 2.29566 4.04273 -1.06806
H -3.30806 4.75116 2.29276
H -2.86458 3.83963 3.71874
H -2.29817 3.32482 2.12770
H -2.06484 5.90371 4.76876
H -0.23532 7.51619 5.09114
H 1.59347 7.68004 3.41996
H 1.58769 6.17128 1.46198
H -0.40761 4.81992 -0.04399
H 0.36533 3.14833 2.74654
H 0.69274 -2.05400 1.21204
H -0.30474 -2.53085 3.42572
H -0.65068 -0.66843 5.01850
H -0.62920 1.58440 5.58187
H -1.26074 2.56510 4.26508
H 0.44964 2.66642 4.72063
H -2.00171 2.41178 -2.15126
H -1.72995 2.92795 -4.53714
H 0.28834 4.17883 -5.27322
H 2.05664 4.71200 -3.64745
H 3.22255 4.15710 -1.63059
H 2.45230 3.29559 -0.29584
H 2.11487 4.99703 -0.56542
C 3.17931 -2.90961 1.37132
N 3.65719 -2.14870 0.19808
C 4.70358 -2.62466 -0.57679
C 5.00257 -1.67247 -1.47580
N 4.14004 -0.61683 -1.24362
C 4.21334 0.66614 -1.98337
C 3.31563 -0.92060 -0.22086
Se 1.87841 0.39506 -0.03217
H 3.97170 -3.58363 1.67301
H 2.30565 -3.50022 1.11703
H 2.96978 -2.24005 2.19408
H 5.14820 -3.59467 -0.40638
H 5.76197 -1.64558 -2.24407
H 4.99937 0.58166 -2.72476
H 4.45074 1.47723 -1.30348
H 3.27805 0.87673 -2.49388
S -5.27044 -0.98836 0.73526
C -3.60345 -0.99369 0.45980
N -3.05774 0.15887 0.16993
C -4.02866 1.17908 0.16939
C -3.81467 2.53999 -0.06965
C -4.90536 3.38419 -0.08822
C -6.20241 2.89788 0.14778
C -6.42064 1.56776 0.43147
C -5.31581 0.71571 0.44039
H -3.03380 -1.91769 0.51823
H -2.80585 2.92675 -0.20541
H -4.76433 4.44141 -0.28419
H -7.04218 3.58126 0.11708
H -7.41924 1.19806 0.63570
*
```

Results of the Mulliken charge analysis, in e, for atoms 1 through 6: atom 1 (Pb): 1.33, atom 2 (C): -1.48, atom 3 (C): 1.65, atom 4 (C): -1.05, atom 5 (C): -0.71, atom 6 (C): -0.82

---

# 7
Density functional theory data (ωB97M-V/def2-TZVPD) for one molecule with the formula C13H17NO.

* HOMO level: -9.039 eV
* relative energy (zero: lowest compared OMol25 entry of this formula, charge and spin): 0.0000 eV

Geometry as ORCA input:
```
! RIJCOSX wB97M-V def2-TZVPD def2/J DEFGRID3
* xyz 0 1
C 3.10072 -1.18061 0.02041
C 2.04484 -0.08801 0.13569
C 0.76403 -0.44674 -0.65373
C 0.11834 -1.67964 -0.03387
O 0.23711 -2.75913 -0.58727
N -0.47254 -1.56476 1.17839
C -1.04042 -2.74793 1.78611
C -0.89861 -0.29700 1.72462
C -1.89980 0.39432 0.79947
C -1.24329 1.17866 -0.30402
C -1.86998 2.35700 -0.70494
C -1.36090 3.15050 -1.71160
C -0.19207 2.76541 -2.34518
C 0.43282 1.59820 -1.95963
C -0.06679 0.78513 -0.93995
H 3.41072 -1.30573 -1.01453
H 3.97586 -0.92467 0.61398
H 2.70908 -2.13194 0.37146
H 1.81538 0.07492 1.18957
H 2.44398 0.84835 -0.26194
H 1.10586 -0.81052 -1.63173
H -0.69962 -2.83278 2.81951
H -2.13300 -2.71566 1.76917
H -0.70236 -3.61226 1.21791
H -0.04541 0.36477 1.89473
H -1.36223 -0.49912 2.69225
H -2.52676 1.07100 1.38385
H -2.55616 -0.36611 0.36332
H -2.78360 2.65218 -0.20777
H -1.86958 4.05823 -1.99946
H 0.22580 3.36750 -3.13814
H 1.33859 1.29645 -2.46670
*
```

Results of the natural (NBO) charge analysis, in e, for atoms 1 through 6: atom 1 (C): -0.61, atom 2 (C): -0.37, atom 3 (C): -0.35, atom 4 (C): 0.70, atom 5 (O): -0.63, atom 6 (N): -0.45

---

Copy entry 1 word for word.
Density functional theory data (ωB97M-V/def2-TZVPD) for a 3-piece molecular cluster, C11H25N5O6 overall in a non-equilibrium geometry.

* HOMO level: -9.407 eV

Geometry as ORCA input:
```
! RIJCOSX wB97M-V def2-TZVPD def2/J DEFGRID3
* xyz 0 1
C 0.96125 1.05037 -1.49877
C 1.29874 0.21310 -2.90126
O 1.14026 -1.24477 -2.76410
C -0.16989 -1.71260 -3.24260
O -0.05948 -3.18848 -3.37059
C -1.46343 -3.67683 -3.16487
O -2.22882 -4.41787 -3.97371
C -1.79606 -3.00511 -1.70055
C -1.27001 -1.48350 -2.04780
C -2.31425 -0.41536 -2.74835
C -3.52291 0.09949 -1.76771
O -3.55162 1.59906 -1.80690
C -4.96846 -0.58351 -2.13902
N -5.44450 -0.34034 -3.55531
H 1.16147 2.21438 -1.66179
H -0.18126 0.93208 -1.17389
H 1.69312 0.66010 -0.65321
H 0.72613 0.66501 -3.83911
H 2.46163 0.40009 -3.09368
H -0.55342 -1.41409 -4.30760
H -2.87042 -3.11531 -1.23958
H -1.01610 -3.39326 -0.88507
H -0.74141 -1.17669 -1.03525
H -1.64456 0.51665 -3.07537
H -2.75406 -0.84181 -3.77088
H -3.18189 -0.16139 -0.65561
H -4.10602 1.81296 -2.61892
H -5.78092 -0.20193 -1.35811
H -4.88812 -1.75979 -1.98774
H -4.87624 -0.84538 -4.27037
H -5.56412 0.67369 -3.77638
N 2.72706 0.77691 3.09932
C 3.08296 -0.15621 2.19810
N 4.10303 -0.94430 2.58280
O 2.52529 -0.27810 1.11881
H 3.17412 0.89267 3.99309
H 1.96317 1.39109 2.84912
H 4.40234 -1.66001 1.93347
H 4.57470 -0.85922 3.46733
N 2.55210 2.67454 6.47148
C 3.88306 2.51738 6.58736
N 4.47148 3.35848 7.45680
O 4.50630 1.67926 5.95502
H 2.02151 3.35882 6.98364
H 2.07032 2.06114 5.82731
H 5.47275 3.27357 7.57391
H 3.97515 4.05503 7.98652
*
```

Results of the natural (NBO) charge analysis, in e, for atoms 1 through 6: atom 1 (C): -0.68, atom 2 (C): -0.09, atom 3 (O): -0.54, atom 4 (C): 0.38, atom 5 (O): -0.55, atom 6 (C): 0.80